Density functional theory data (the ωB97M-V functional and the def2-TZVPD basis) for a structure of composition C14H20GaN4O5.

Results
Charge: +1
LUMO energy: -4.01 eV
Energy above the lowest of the compared OMol25 structures with the same formula, charge and spin: 0.098 eV
Energy: -3065.33247 Ha
E_HOMO: -12.750 eV
Orbital gap: 8.744 eV

```
44
Properties=species:S:1:pos:R:3:lowdin_charge:R:1
Ga -0.10845 0.26320 0.35054 0.59
O -3.76666 -0.14545 0.89113 0.18
C -2.70196 0.36217 1.04485 -0.49
O -1.85247 0.60882 0.01259 -0.02
C -2.17784 0.84963 2.39307 -0.07
C -1.34539 2.12663 2.20258 -0.20
C -1.12054 2.83840 3.52770 -0.07
C -0.09408 1.91233 4.23067 -0.07
C 0.10095 0.81020 3.20193 -0.20
O -0.00252 1.56101 1.92802 -0.08
C -1.13850 -0.09764 3.12577 -0.07
C -0.77494 -1.40010 2.42085 -0.49
O -1.11844 -2.47523 2.79648 0.18
O 0.04789 -1.23284 1.35448 -0.01
H -3.04792 1.01432 3.02195 0.17
H -1.65845 2.75443 1.37716 0.17
H -0.71621 3.83505 3.36754 0.13
H -2.05418 2.93467 4.07735 0.13
H 0.84287 2.42928 4.42398 0.13
H -0.45889 1.50510 5.17081 0.13
H 1.04890 0.28627 3.24739 0.17
H -1.50341 -0.37471 4.11019 0.17
C 0.82611 0.75491 -2.42501 -0.13
N 1.23464 0.14392 -3.65695 -0.08
C 0.21741 -0.82270 -4.09409 -0.13
N 0.04551 -1.88628 -3.09840 -0.07
C -0.40052 -1.31642 -1.86311 -0.12
N 0.64507 -0.29859 -1.34514 -0.10
C 1.96524 -1.04668 -1.19168 -0.13
N 2.35743 -1.62790 -2.44291 -0.08
C 2.50191 -0.57142 -3.45243 -0.13
C 1.32670 -2.57235 -2.89455 -0.13
H -0.12307 1.27689 -2.54899 0.14
H 1.58971 1.45690 -2.08724 0.14
H 0.53032 -1.26318 -5.03852 0.14
H -0.73248 -0.30904 -4.24331 0.14
H -0.51614 -2.08194 -1.09649 0.14
H -1.34135 -0.78584 -1.99155 0.14
H 1.82723 -1.81276 -0.43003 0.14
H 2.71918 -0.33060 -0.86063 0.14
H 2.80658 -1.02327 -4.39444 0.14
H 3.27383 0.13241 -3.13942 0.14
H 1.20194 -3.35843 -2.14987 0.14
H 1.64500 -3.02317 -3.83226 0.14
```